17
Properties=species:S:1:pos:R:3 method="wB97M-V/def2-TZVPD" charge=0 e_homo_ev=-8.77 de_lowest_kj_mol=346.07 lumo_energy_ev=-0.110 max_force_ha_per_bohr=0.116 gap_ha=0.318 energy_ev=-24329.328
C 0.5424 -1.5876 -0.3974
C 1.7598 -1.1787 0.0062
C -0.4542 0.6811 -0.1087
C -0.5939 -0.6601 -0.3035
C -2.4627 1.1885 -0.2675
C 1.8660 0.2394 0.4605
C 0.9015 1.2082 -0.2259
O -2.9959 2.2229 -0.2056
O -3.4469 -0.4285 1.3276
O -1.8450 -1.3639 -0.3427
S -3.1895 -0.5069 -0.0991
H 0.3890 -2.4710 -0.9451
H 2.6217 -1.8413 0.1415
H 1.9537 0.2224 1.5645
H 2.8708 0.6189 0.3027
H 1.2067 1.4507 -1.2093
H 0.8767 2.2058 0.3018